Computed, not measured: a molecular structure, C32H22ClCoN5O3, with ωB97M-V/def2-TZVPD.

As for the expectation value of S²: 0.757. As for the LUMO energy (spin up / spin down): -1.0 / -1.0 eV. The calculated total energy is -3575.10961 hartree. As for the charge: 0. As for the HOMO energy (spin up / spin down): -0.2532 / -0.2533 hartree. Its spin multiplicity is 2. As for the relative energy (zero: lowest compared OMol25 entry of this formula, charge and spin): 0.000 eV. For the molecular weight, the calculation gives 618.9 g mol⁻¹. As for the gap between HOMO and LUMO (spin up / spin down): 0.21691 / 0.21671 hartree.

```
64
Properties=species:S:1:pos:R:3:forces:R:3
Co 0.346261 2.237989 -0.459980 -0.07 -0.25 -0.38
Cl -5.392444 -1.756862 1.209791 0.00 0.00 0.00
C -3.857423 -0.958690 1.010639 0.04 -0.01 0.00
C -2.691489 -1.575510 1.512942 -0.05 -0.02 -0.02
C -1.476657 -0.977284 1.370480 0.03 -0.02 0.00
C -1.327898 0.276410 0.710779 -0.03 -0.02 -0.01
O -0.151655 0.768931 0.601865 -0.01 0.14 0.17
C -2.519760 0.887460 0.215951 -0.04 0.02 0.03
C -2.519825 2.158619 -0.404414 -0.02 -0.02 -0.03
N -1.462245 2.864735 -0.662308 -0.01 0.08 0.06
C -1.558684 4.142413 -1.259792 0.07 -0.06 0.01
C -2.684714 4.887953 -1.486389 -0.06 0.04 -0.01
C -2.588418 6.149104 -2.114158 -0.03 -0.01 0.01
C -1.385283 6.666135 -2.500451 0.03 0.00 -0.01
C -0.199799 5.932027 -2.261488 0.00 -0.02 0.02
C 1.100547 6.374878 -2.601229 -0.02 0.02 -0.01
C 2.178693 5.591740 -2.312522 0.04 -0.01 0.01
C 1.985215 4.348331 -1.677251 0.00 -0.02 -0.01
N 0.791755 3.915354 -1.353693 -0.07 -0.03 -0.11
C -0.302185 4.680127 -1.638538 0.02 0.00 0.02
C -3.773757 0.242177 0.382801 0.00 0.02 -0.01
H -2.769893 -2.530765 2.014696 0.01 0.03 0.00
H -0.575885 -1.446744 1.738817 -0.01 0.00 -0.01
H -3.495195 2.553423 -0.685350 0.00 -0.01 0.01
H -3.660752 4.534624 -1.183680 0.00 0.00 -0.01
H -3.496065 6.712683 -2.284676 0.00 0.00 0.00
H -1.324310 7.634374 -2.980289 0.00 0.00 0.00
H 1.224611 7.335062 -3.087042 0.00 0.00 0.00
H 3.183093 5.903690 -2.560519 0.00 0.00 0.00
H 2.797360 3.677298 -1.426308 0.02 0.02 -0.01
H -4.668531 0.719503 0.001404 0.00 0.00 0.01
C -2.337383 -4.903649 3.417719 0.01 -0.02 0.03
O -1.327529 -3.925364 3.579213 -0.01 0.00 0.00
C -0.190557 -4.071664 2.843422 0.01 -0.02 0.02
C 0.778999 -3.085032 3.020446 0.08 -0.01 0.02
C 1.951058 -3.114621 2.292650 -0.03 0.00 0.10
C 2.188031 -4.160883 1.401903 -0.04 0.00 -0.12
C 1.252102 -5.173298 1.281089 0.02 -0.01 -0.06
C 0.047707 -5.125382 1.971042 -0.01 0.00 -0.01
N 3.438748 -4.358034 0.723669 0.04 0.00 0.19
N 4.058753 -3.439809 0.174270 0.00 0.03 -0.28
C 3.501138 -2.131751 -0.030770 -0.10 -0.07 0.11
C 4.250967 -1.062661 0.374767 0.01 0.03 0.05
C 3.790879 0.254590 0.234349 0.08 0.01 0.08
C 2.593348 0.529863 -0.391581 -0.21 0.06 -0.33
O 2.157221 1.751326 -0.572643 0.36 0.18 0.50
C 1.871820 -0.571746 -0.975576 0.03 -0.15 -0.07
N 0.814519 -0.258252 -1.773314 -0.01 0.04 0.12
C 0.154952 -1.232728 -2.338882 -0.04 -0.03 -0.04
C 0.487241 -2.594390 -2.181889 -0.01 0.01 -0.01
C 1.561346 -2.926024 -1.410637 0.00 0.07 0.07
C 2.300356 -1.904438 -0.765668 0.03 0.00 -0.12
H -3.158416 -4.600640 4.061612 0.00 0.01 0.00
H -1.985787 -5.892496 3.722964 0.00 0.00 -0.01
H -2.686096 -4.949589 2.381922 0.00 -0.01 0.00
H 0.591465 -2.296200 3.737352 -0.02 0.01 -0.01
H 2.690968 -2.339993 2.437932 -0.01 0.01 -0.02
H 1.476332 -6.011467 0.632508 -0.01 0.00 0.00
H -0.672144 -5.919455 1.838080 0.00 0.00 0.00
H 5.204908 -1.256221 0.851565 -0.01 0.01 0.00
H 4.378909 1.083006 0.607402 -0.01 0.00 0.03
H -0.678887 -0.952674 -2.976535 0.00 0.00 0.02
H -0.094358 -3.351285 -2.690957 0.01 0.00 0.00
H 1.864718 -3.958208 -1.307483 0.00 -0.03 0.00
```
Forces are in eV/Å.

***

Computed, not measured: C4H9NO2 in the gas phase, with ωB97M-V/def2-TZVPD.

As for the LUMO energy: 0.9 eV. The calculated total energy is -363.01443 hartree. As for the charge: 0. As for the SMILES: CNCC(=O)OC. As for the HOMO energy: -0.3366 hartree. As for the relative energy (zero: lowest compared OMol25 entry of this formula, charge and spin): 1.935 eV. For the molecular weight, the calculation gives 103.1 g mol⁻¹. As for the gap between HOMO and LUMO: 0.36939 hartree.

```
16
Properties=species:S:1:pos:R:3:forces:R:3
C 1.301127 -0.562600 1.750392 0.21 0.19 -0.08
N 0.653288 0.795300 1.727988 -0.15 -1.02 -0.20
C -0.677865 0.551143 1.132279 0.27 0.22 0.68
C -0.450837 0.417439 -0.343857 -0.03 0.20 -0.98
O 0.418669 1.028815 -0.942317 -1.12 -0.65 0.32
O -1.270480 -0.498237 -0.928073 0.71 1.18 -0.35
C -1.220615 -0.385619 -2.376639 -0.36 0.03 -0.27
H 0.490733 -1.371933 1.948547 1.66 1.35 -0.29
H 2.046514 -0.557386 2.591048 -0.51 -0.35 -1.02
H 1.789149 -0.720574 0.729135 -0.41 -0.38 1.44
H 1.189099 1.406216 1.049829 -0.92 -0.98 1.07
H -1.352242 1.371977 1.449102 0.14 -0.36 -0.75
H -1.131398 -0.415570 1.470298 0.42 1.00 0.02
H -2.008635 -1.107153 -2.716790 0.99 0.70 0.05
H -0.182554 -0.608358 -2.751298 -1.23 0.10 0.29
H -1.499149 0.675795 -2.645874 0.33 -1.24 0.08
```
Forces are in eV/Å.

***

Computed, not measured: 2 unconnected molecules or ions with the total composition C5H12N2O, with ωB97M-V/def2-TZVPD.

As for the LUMO energy: 0.8 eV. The calculated total energy is -382.35119 hartree. As for the charge: 0. As for the SMILES: C=N/C=C/CCN.O. As for the HOMO energy: -0.3155 hartree. As for the relative energy (zero: lowest compared OMol25 entry of this formula, charge and spin): 4.118 eV. For the molecular weight, the calculation gives 116.2 g mol⁻¹. As for the gap between HOMO and LUMO: 0.34349 hartree.

```
20
Properties=species:S:1:pos:R:3:forces:R:3
C 1.375356 3.290118 -1.481966 0.03 -1.61 1.69
N 0.819428 2.476868 -0.680736 0.07 -0.49 -0.54
C 1.404964 1.405079 0.076425 -4.80 -1.06 -2.38
C 0.635131 0.253639 -0.073005 2.04 1.37 0.43
C 1.039129 -1.043109 0.512161 -0.65 -1.53 0.41
C -0.265965 -1.889348 0.911442 -0.18 -0.09 -0.59
N -0.767734 -2.700858 -0.271235 -2.39 0.67 3.92
H 2.433221 3.452512 -1.536817 0.78 0.05 -0.25
H 0.716109 3.719684 -2.178202 -0.59 1.30 -0.71
H 2.169109 1.577188 0.758376 1.57 -0.07 1.01
H -0.287844 0.150100 -0.652652 0.44 1.00 -0.15
H 1.704306 -0.793550 1.323169 0.17 -0.45 0.68
H 1.631545 -1.660024 -0.191842 -0.21 0.25 0.18
H -1.049581 -1.098850 1.035009 0.72 -0.94 0.94
H -0.196795 -2.629928 1.800479 0.19 1.71 -1.28
H -1.673051 -2.338299 -0.562324 0.38 -0.31 -0.12
H -0.162804 -2.673156 -0.987841 2.55 0.10 -3.18
O -3.105799 0.079615 1.112145 0.76 -0.94 -1.28
H -2.725196 -0.346821 0.290427 -0.84 0.93 1.38
H -3.693534 0.769140 0.796983 -0.05 0.10 -0.15
```
Forces are in eV/Å.

***

Computed, not measured: a molecular structure, C11H26BClIN3O6PTb, with ωB97M-V/def2-TZVPD.

As for the expectation value of S²: 13.038. As for the LUMO energy (spin up / spin down): -8.4 / -8.9 eV. The calculated total energy is -2998.22745 hartree. As for the charge: +2. As for the HOMO energy (spin up / spin down): -0.5486 / -0.5548 hartree. Its spin multiplicity is 7. For the molecular weight, the calculation gives 659.4 g mol⁻¹. As for the gap between HOMO and LUMO (spin up / spin down): 0.24012 / 0.22643 hartree.

```
51
Properties=species:S:1:pos:R:3:forces:R:3
C -5.442754 -0.569230 0.799881 0.46 0.18 0.75
C -4.093042 0.091395 1.181694 -0.47 -0.80 0.20
C -2.906536 -0.821047 0.848429 -0.77 1.06 -0.46
N -1.627354 -0.155300 1.189898 0.24 -1.24 0.13
C -0.694006 -0.065074 0.074312 -0.13 0.59 -0.70
Cl -1.440919 1.095997 -1.117923 0.23 -0.37 0.03
O -0.547045 -1.346998 -0.432264 -0.30 0.31 0.78
P 1.046570 -1.705435 -1.061323 2.43 0.15 1.35
I -0.027090 -3.562199 -2.495394 -0.30 -0.35 -0.75
C 1.410816 -3.036481 0.267806 0.91 -0.81 0.06
N 2.849544 -3.101403 0.539295 -0.78 -0.12 0.38
B 0.918865 -0.826364 -2.852776 -0.74 0.40 -2.01
O -0.287992 -0.630231 -3.470621 0.60 0.21 0.45
O 2.102585 -0.474587 -3.412516 -0.31 -0.67 0.34
O 1.684294 -0.354404 -0.230858 -1.13 0.31 -0.81
C 0.756700 0.401560 0.487305 -0.39 -0.43 2.16
C 0.833096 -0.148589 1.950920 0.69 -0.21 0.67
O 2.071792 -0.709522 2.311106 -1.02 -1.00 -0.49
N 3.016900 0.310913 2.685071 1.19 0.90 0.07
O 4.087716 -0.061890 2.507920 -0.31 0.04 0.32
C 0.977626 1.916493 0.703860 0.38 0.24 -1.01
C 1.669592 2.796823 -0.375453 -0.85 0.82 -0.49
C 1.864335 2.221173 -1.772630 0.68 -0.11 -0.06
C 0.830514 4.094023 -0.514399 -0.12 -0.54 0.59
H -5.314521 -1.649666 0.717071 -0.19 -0.01 -0.25
H -6.141714 -0.401835 1.618101 -0.17 0.00 -0.18
H -5.865053 -0.141909 -0.103874 0.05 -0.20 -0.13
H -4.009842 1.042236 0.657548 0.33 0.05 0.11
H -4.079824 0.249712 2.264077 0.01 0.35 -0.06
H -3.034157 -1.765332 1.408855 0.02 -0.14 0.11
H -2.984954 -1.079368 -0.208015 0.41 -0.05 0.00
H -1.802421 0.768949 1.570052 -0.09 0.03 0.02
H 2.401009 -1.956392 -1.492532 -0.29 -0.18 -0.08
H 0.814552 -2.902174 1.208755 1.50 -0.04 -1.07
H 1.130506 -4.019834 -0.106928 -0.69 0.18 -0.06
H 3.021927 -3.296878 1.520581 0.19 0.36 -0.01
H 3.202789 -3.917991 0.049605 0.20 0.18 -0.09
H -0.164388 -0.008590 -4.205129 -0.43 -0.05 0.00
H 2.031005 -0.419050 -4.378010 0.30 0.18 0.15
H 0.491753 0.585478 2.685903 -0.01 0.01 0.02
H 0.128383 -0.985588 2.046825 1.57 2.61 -0.71
H -0.014677 2.340451 0.892741 -0.05 -0.13 0.00
H 1.523043 2.079096 1.633317 0.10 -0.21 -0.03
H 2.636793 3.132844 -0.000176 0.14 -0.40 0.04
H 2.359531 2.984306 -2.376676 -0.10 0.03 -0.01
H 2.535965 1.366411 -1.792310 -0.08 -0.06 0.07
H 0.941010 1.964874 -2.292823 -0.15 0.02 0.19
H -0.213399 3.825117 -0.697060 0.02 0.09 -0.27
H 0.831981 4.636491 0.434282 0.10 0.20 -0.14
H 1.189575 4.726394 -1.321695 0.05 0.09 0.09
Tb -0.669080 -2.517373 2.456176 -2.96 -1.44 0.78
```
Forces are in eV/Å.

***

Computed, not measured: C3H4NP in the gas phase, with ωB97M-V/def2-TZVPD.

As for the LUMO energy: 0.0 eV. The calculated total energy is -512.74225 hartree. As for the charge: 0. As for the SMILES: [H]/P=C/CC#N. As for the HOMO energy: -0.3767 hartree. As for the relative energy (zero: lowest compared OMol25 entry of this formula, charge and spin): 0.916 eV. For the molecular weight, the calculation gives 85.0 g mol⁻¹. As for the gap between HOMO and LUMO: 0.37558 hartree.

```
9
Properties=species:S:1:pos:R:3:forces:R:3
H 2.062737 -1.001134 -1.229018 -0.23 -0.17 0.72
P 1.524042 -1.017580 0.126216 1.11 -0.44 0.10
C 0.161708 -0.200958 -0.260877 -0.55 0.54 1.34
C -0.974309 0.260047 0.706660 1.17 -0.43 -1.30
C -2.143620 -0.529401 0.264570 3.44 3.61 1.76
N -2.995765 -0.965507 -0.304898 -3.78 -2.36 -2.09
H 0.129841 -0.028262 -1.293707 -0.99 0.80 -1.22
H -1.037969 1.402232 0.718964 -0.53 -1.76 -0.13
H -0.733000 -0.118493 1.678203 0.36 0.20 0.82
```
Forces are in eV/Å.